Density functional theory data (wB97M-V/def2-TZVPD) for a 2-piece molecular cluster, C3H7NSi overall at a distorted geometry.

Structure (XYZ):
```
12
Properties=species:S:1:pos:R:3:forces:R:3:nbo_charge:R:1
C -2.18104 0.58742 -0.36380 0.06 -0.09 -0.33 -0.3065
C 1.79800 1.52229 -0.58845 -1.80 -0.36 3.29 -0.7120
C 0.01656 -1.81131 0.64606 -2.50 0.74 0.88 -1.0782
N -2.04367 0.63001 0.90791 0.97 -0.14 -0.90 -0.6311
Si -0.51805 -0.03630 0.04734 1.24 0.80 0.68 1.2200
H -3.02388 0.92459 -1.03525 0.74 -0.46 0.80 0.2001
H 1.21310 1.76338 -1.39892 -0.99 1.30 -1.65 0.1818
H 2.06468 2.27518 0.21583 -0.65 -1.08 -1.23 0.2118
H 2.51854 0.81068 -0.83782 1.14 -1.15 -0.02 0.1790
H -0.32712 -2.58115 0.00621 -0.20 -0.64 -1.33 0.2405
H 1.03274 -1.97725 0.83626 1.56 0.25 0.12 0.2432
H -0.54987 -2.10755 1.56464 0.43 0.81 -0.32 0.2514
```
Forces are in eV/Å.

The total charge is 0. Its HOMO-LUMO gap (alpha / beta) is 7.970 / 7.970 eV. As for the relative energy (zero: lowest compared OMol25 entry of this formula, charge and spin): 91.9 kcal/mol. For the HOMO energy (alpha / beta), the calculation gives -8.2 / -8.2 eV. The max |F| comes out at 3.77 eV/A.

=====

Density functional theory data (wB97M-V/def2-TZVPD) for a 2-piece molecular cluster, C23H28N3 overall at a distorted geometry.

Structure (XYZ):
```
54
Properties=species:S:1:pos:R:3:forces:R:3:nbo_charge:R:1
C 3.37959 -4.39264 -3.59133 0.10 0.00 -0.21 -0.6578
C 2.97769 -3.42556 -2.52326 -0.20 0.00 0.03 0.1305
C 2.15911 -3.85412 -1.47071 -0.27 -0.08 0.42 -0.2421
C 1.68613 -2.96117 -0.52953 -0.06 0.18 -0.02 -0.0914
C 2.02665 -1.57232 -0.58946 0.01 -0.25 -0.16 -0.1129
C 1.37532 -0.67959 0.30420 1.20 -0.27 0.00 0.1315
C 1.57944 0.72411 0.41553 -0.31 0.74 -0.08 -0.2078
C 1.41383 1.34299 1.69331 -0.19 -0.24 -0.28 -0.0948
C 1.58365 2.70461 1.85209 0.00 -0.31 0.23 -0.2248
C 1.93411 3.51762 0.76665 -0.19 -0.10 0.01 0.0885
C 2.10141 4.98977 0.96410 0.20 0.26 -0.05 -0.6542
C 2.08878 2.93332 -0.49671 0.00 -0.27 -0.23 -0.1762
C 1.88670 1.57447 -0.68749 0.21 -0.13 0.16 -0.1305
C 2.99184 -1.18943 -1.57353 -0.15 -0.09 -0.13 -0.1040
C 3.40491 -2.09176 -2.54286 0.08 0.49 0.15 -0.2398
H 3.80394 -3.87521 -4.45446 -0.02 -0.08 0.11 0.2345
H 4.12985 -5.09775 -3.21591 -0.08 0.10 0.01 0.2547
H 2.52437 -4.98796 -3.93112 0.12 0.13 0.13 0.2458
H 1.88300 -4.90946 -1.41824 0.02 0.34 0.04 0.2391
H 1.03708 -3.30010 0.28122 0.08 0.07 -0.32 0.2310
H 0.71026 -1.13326 1.04316 0.18 0.07 -0.08 0.2437
H 1.18449 0.70355 2.54893 -0.01 0.26 -0.21 0.2283
H 1.44364 3.16481 2.83292 0.08 -0.21 -0.28 0.2392
H 2.56984 5.44703 0.08932 -0.06 -0.01 0.14 0.2313
H 1.14368 5.49964 1.13719 0.12 -0.26 -0.05 0.2542
H 2.72936 5.18586 1.83990 -0.10 -0.01 -0.13 0.2430
H 2.36764 3.56713 -1.34184 -0.20 -0.23 0.22 0.2283
H 1.93889 1.14727 -1.69213 -0.13 0.30 0.37 0.2264
H 3.40398 -0.18058 -1.56652 -0.10 -0.39 -0.05 0.2314
H 4.07230 -1.76657 -3.34543 -0.14 -0.07 0.37 0.2385
C -2.38588 2.76806 3.34964 -0.69 -1.42 -0.74 -0.0916
C -2.16916 1.45953 2.93317 -0.23 0.88 0.21 -0.1279
N -3.37351 1.00328 2.44592 -0.30 -0.20 0.01 -0.3489
C -3.60526 -0.30765 1.81005 0.36 0.56 0.13 -0.2040
C -3.10519 -0.31453 0.37290 -0.90 0.62 -0.64 -0.0532
C -3.52077 -1.56357 -0.41317 0.21 0.07 0.29 -0.4037
C -2.52925 -1.58161 -1.59074 -0.12 -0.03 -0.20 -0.4156
C -1.38444 -0.63135 -1.19159 0.08 0.40 -0.42 -0.2174
N -1.66984 -0.23733 0.18364 0.60 -0.29 0.66 -0.6657
C -4.28967 2.02534 2.57927 1.79 0.03 0.47 0.1638
N -3.70723 3.09014 3.11990 -0.36 -0.23 -0.20 -0.4483
H -1.65900 3.44054 3.78570 -0.31 0.03 -0.02 0.2085
H -1.28393 0.84118 2.97550 -0.21 -0.04 -0.05 0.2050
H -3.09574 -1.08095 2.40296 -0.24 0.14 -0.14 0.2141
H -4.68983 -0.48515 1.79602 0.34 -0.03 0.14 0.2245
H -3.59020 0.55231 -0.13475 0.07 -0.23 0.24 0.1695
H -3.40952 -2.45700 0.21830 -0.04 0.18 -0.16 0.2062
H -4.56760 -1.48079 -0.72907 0.28 -0.16 0.05 0.2267
H -2.15187 -2.58710 -1.78592 -0.14 0.08 -0.08 0.2149
H -3.01255 -1.20371 -2.49940 0.14 -0.24 0.15 0.2208
H -0.40115 -1.10972 -1.25957 -0.27 -0.01 -0.08 0.1748
H -1.35469 0.23492 -1.88122 -0.06 -0.21 0.22 0.1774
H -1.25290 0.65724 0.43873 -0.41 -0.17 -0.12 0.3799
H -5.32231 1.88320 2.27574 0.23 0.29 0.13 0.2067
```
Forces are in eV/Å.

The total charge is +1. Its HOMO-LUMO gap is 5.229 eV. As for the relative energy (zero: lowest compared OMol25 entry of this formula, charge and spin): 31.6 kcal/mol. For the HOMO energy, the calculation gives -10.8 eV. The max |F| comes out at 1.85 eV/A.

=====

Density functional theory data (wB97M-V/def2-TZVPD) for C40H45F3NORbSSb as an isolated structure.

Structure (XYZ):
```
93
Properties=species:S:1:pos:R:3:forces:R:3:lowdin_spin:R:1
Rb -1.34106 0.96658 0.03864 -0.02 -0.02 -0.04 0.0405
C 0.47414 2.32945 2.28182 -0.01 0.07 0.00 0.0004
C 1.48947 2.08429 1.32265 -0.06 -0.08 -0.07 0.0005
C 1.27610 3.01614 0.25357 -0.03 0.00 0.00 0.0003
C 0.13867 3.78935 0.60593 0.03 -0.03 0.01 0.0002
C -0.35922 3.37322 1.84735 0.03 0.05 0.04 0.0002
C -1.51785 3.97136 2.62284 0.00 0.01 -0.02 0.0000
C -2.23579 5.03982 1.79405 0.00 -0.06 0.02 0.0000
C -2.54193 2.88975 2.99677 0.00 0.02 -0.03 0.0001
C -0.99564 4.61960 3.91384 0.00 0.00 -0.01 0.0000
C 1.99456 3.24788 -1.08122 0.00 0.01 0.01 0.0003
C 3.51173 3.43404 -0.92242 -0.02 0.00 0.00 0.0001
C 1.50177 4.54785 -1.73874 0.01 -0.01 0.00 0.0001
C 1.69658 2.12919 -2.09687 0.01 0.01 0.01 0.0027
C 2.58565 1.04663 1.60144 0.02 0.05 0.03 0.0004
C 3.82636 1.73097 2.20572 -0.03 0.02 0.00 0.0003
C 3.00012 0.20833 0.38835 -0.02 0.00 0.00 0.0084
C 2.10158 0.02267 2.64118 0.01 -0.03 0.01 0.0008
H 0.36991 1.81391 3.22729 -0.02 -0.02 -0.01 0.0000
H -0.27782 4.59128 0.01582 -0.03 -0.01 -0.02 0.0000
H -2.62795 4.60522 0.87178 -0.01 0.01 -0.01 0.0000
H -1.55583 5.85395 1.53349 0.00 0.01 0.00 0.0000
H -3.07383 5.45916 2.36102 0.00 0.00 0.01 0.0000
H -3.01420 2.48469 2.09773 0.00 -0.01 0.01 0.0001
H -3.33406 3.30151 3.63249 -0.01 0.00 0.00 0.0000
H -2.06166 2.07119 3.53652 0.00 -0.01 0.01 0.0000
H -0.26071 5.39186 3.67597 0.00 0.01 0.00 0.0000
H -0.50348 3.87513 4.54272 0.01 0.00 0.00 0.0000
H -1.81281 5.07352 4.48721 -0.01 0.00 0.01 0.0000
H 3.70901 4.25562 -0.22961 0.01 0.00 0.01 0.0000
H 3.96609 3.68040 -1.88890 0.00 0.00 0.00 0.0000
H 4.01303 2.55077 -0.54053 0.01 0.00 0.01 0.0000
H 1.66580 5.40570 -1.08402 -0.01 0.01 0.01 0.0000
H 0.43977 4.49835 -1.98048 -0.01 0.00 0.00 0.0000
H 2.04970 4.71348 -2.67204 0.00 -0.01 0.00 0.0000
H 1.93395 1.13936 -1.71621 0.00 0.00 0.00 0.0024
H 2.25875 2.28299 -3.02555 0.00 0.00 -0.01 0.0000
H 0.63263 2.14175 -2.35104 0.00 0.00 0.00 0.0006
H 4.25157 2.46724 1.52550 0.01 0.01 -0.01 0.0000
H 4.60185 0.99431 2.44546 0.00 -0.01 0.00 0.0001
H 3.54611 2.25398 3.12318 0.00 0.00 0.00 0.0000
H 3.46848 0.78747 -0.40147 0.00 0.00 0.00 0.0001
H 2.13025 -0.29953 -0.03503 0.01 -0.01 0.00 0.0147
H 3.71431 -0.56423 0.68991 0.00 0.00 0.01 0.0004
H 1.88724 0.48590 3.60462 0.00 0.01 0.00 0.0000
H 2.88002 -0.73073 2.79755 -0.01 0.00 0.00 0.0001
H 1.20101 -0.49076 2.29622 -0.01 0.00 0.00 0.0013
O -3.90801 2.14714 -0.33407 0.17 0.02 0.04 0.0005
N -5.02774 1.82662 0.24248 0.00 -0.03 -0.01 0.0001
C -5.82900 2.83599 0.65972 0.03 0.00 -0.04 0.0000
C -7.04009 2.62458 1.26295 -0.04 -0.04 0.02 0.0000
C -7.45382 1.30362 1.45716 0.01 0.05 -0.01 0.0000
C -6.63203 0.28523 1.04845 0.01 -0.07 -0.02 0.0000
C -5.37667 0.49981 0.43269 0.02 0.04 0.01 0.0002
S -4.34461 -0.76485 -0.03955 -0.01 0.04 0.03 0.0028
H -5.40434 3.80919 0.46299 -0.02 0.01 0.01 0.0000
H -7.63471 3.47098 1.57647 0.00 0.00 0.00 0.0000
H -8.40348 1.08176 1.92839 0.00 0.01 0.01 0.0000
H -6.91250 -0.74893 1.19100 0.00 0.00 0.00 0.0000
F 0.16544 -9.47136 -0.07379 -0.01 0.00 0.00 -0.0008
C 0.17835 -8.10601 -0.17503 0.01 0.02 -0.01 -0.0033
C -0.88716 -7.38832 0.32311 0.00 -0.03 0.00 0.0041
C -0.84885 -6.00050 0.21368 -0.01 0.02 0.00 0.0238
C 0.21236 -5.32065 -0.37793 0.05 -0.02 -0.04 0.1563
C 1.26171 -6.10282 -0.86316 -0.03 0.01 0.02 0.0170
C 1.26012 -7.49323 -0.77088 0.00 -0.02 0.00 0.0071
Sb -0.02204 -2.93134 -0.46249 0.04 -0.01 0.03 0.4000
C 2.12650 -2.99530 -0.85571 -0.06 0.00 0.02 0.0538
C 2.99914 -3.51160 0.10087 -0.01 0.03 -0.04 0.0191
C 4.38096 -3.41955 -0.04481 0.02 -0.01 0.02 0.0070
C 4.87836 -2.82189 -1.18160 0.00 -0.01 0.02 0.0062
F 6.23114 -2.73629 -1.34260 0.00 0.00 -0.01 0.0012
C 4.05680 -2.30437 -2.16277 0.01 0.01 -0.01 0.0058
C 2.68127 -2.38575 -1.97883 0.00 0.00 0.01 0.0150
C -0.75327 -3.13183 -2.45824 0.03 -0.02 -0.03 0.0535
C -0.12900 -3.94290 -3.41024 -0.01 0.02 0.05 0.0445
C -0.57727 -3.99223 -4.72831 -0.01 0.00 -0.03 0.0041
C -1.67874 -3.24485 -5.07547 0.01 -0.01 0.01 0.0295
F -2.12944 -3.29176 -6.36538 -0.01 0.00 0.01 0.0072
C -2.35104 -2.45282 -4.16142 -0.01 0.01 -0.01 0.0059
C -1.87266 -2.39485 -2.86180 -0.02 0.01 -0.01 0.0295
H -1.71928 -7.90890 0.78268 -0.01 0.00 0.00 0.0019
H -1.68805 -5.42684 0.60419 -0.01 0.00 0.01 0.0136
H 2.11977 -5.62726 -1.33066 -0.01 0.00 -0.01 0.0031
H 2.07659 -8.09602 -1.15223 0.00 0.00 0.00 0.0019
H 2.60011 -4.01212 0.97700 0.00 -0.01 0.00 0.0023
H 5.06133 -3.80678 0.70354 0.01 0.01 -0.01 0.0007
H 4.49163 -1.83697 -3.03728 0.00 0.00 0.00 0.0005
H 2.02318 -1.94838 -2.72358 0.00 0.00 -0.01 0.0065
H 0.72252 -4.54831 -3.12499 0.01 -0.01 0.01 0.0026
H -0.08682 -4.60859 -5.47174 -0.01 0.00 -0.01 -0.0007
H -3.22390 -1.89041 -4.46666 0.00 0.00 0.00 -0.0001
H -2.39514 -1.76093 -2.15073 0.01 -0.01 0.01 0.0019
```
Forces are in eV/Å.

The spin multiplicity is 2. The total charge is -2. Its HOMO-LUMO gap (alpha / beta) is 3.186 / 5.659 eV. Its expectation value of S² is 0.757. As for the relative energy (zero: lowest compared OMol25 entry of this formula, charge and spin): 1.1 kcal/mol. For the HOMO energy (alpha / beta), the calculation gives 0.6 / -1.9 eV. The max |F| comes out at 0.18 eV/A.

=====

Density functional theory data (wB97M-V/def2-TZVPD) for an isolated ion of composition CH3ClN3O and charge +1 at a distorted geometry.

Structure (XYZ):
```
9
Properties=species:S:1:pos:R:3:forces:R:3:nbo_charge:R:1
C 0.33028 0.03585 -1.00516 3.90 -1.45 5.86 0.6150
N 0.54585 -0.62937 1.83394 -1.14 0.52 0.88 -0.3215
N 1.63907 -0.63098 -0.09009 -2.31 1.49 -6.85 -0.2886
N 1.50969 -0.83686 1.12884 0.32 -0.21 1.78 0.1653
O -0.71769 0.45460 -0.47487 -0.69 0.27 -0.32 -0.5135
Cl 3.03237 -1.52316 1.92504 -0.94 0.64 -1.00 0.1928
H 0.63307 0.34395 -1.95575 0.71 -0.16 -1.74 0.2125
H 0.84530 -0.69774 2.78902 -0.36 -0.40 0.92 0.3776
H -1.28990 1.04524 -1.05178 0.50 -0.72 0.46 0.5604
```
Forces are in eV/Å.

The total charge is +1. Its HOMO-LUMO gap (alpha / beta) is 8.400 / 8.402 eV. As for the SMILES: [H]/N=[N+](Cl)/N=C\O. As for the relative energy (zero: lowest compared OMol25 entry of this formula, charge and spin): 44.0 kcal/mol. For the HOMO energy (alpha / beta), the calculation gives -15.1 / -15.1 eV. The max |F| comes out at 7.39 eV/A.